C31H23CrN5O2S as an isolated structure in a non-equilibrium geometry, computed with ωB97M-V/def2-TZVPD.

## Properties
E_HOMO (spin up / spin down) (eV): -10.39 / -10.38
Total charge: +1
Spin multiplicity: 4
Expectation value of S²: 3.786
LUMO level (spin up / spin down) (eV): -4.0 / -4.6
F_max (eV/A): 2.39

XYZ file:
```
63
C31H23CrN5O2S | the OMol25 dataset | ωB97M-V/def2-TZVPD
Cr -0.730 -0.343 0.182
O 4.203 -4.266 -2.203
C 4.227 -3.810 -1.057
O 5.053 -3.720 -0.145
C 2.831 -3.129 -0.658
C 1.790 -3.087 -1.580
C 0.664 -2.355 -1.255
N 0.621 -1.661 -0.109
C 1.492 -1.909 0.882
C 2.654 -2.610 0.621
C 0.906 -1.528 2.175
C 1.497 -1.754 3.405
C 0.777 -1.488 4.558
C -0.523 -1.012 4.443
C -1.049 -0.795 3.184
N -0.358 -1.034 2.063
C -0.655 -2.335 -1.906
C -0.965 -2.994 -3.083
C -2.280 -3.006 -3.522
C -3.244 -2.347 -2.773
C -2.860 -1.691 -1.617
N -1.599 -1.679 -1.178
H 1.893 -3.643 -2.503
H 3.419 -2.788 1.366
H 2.502 -2.150 3.450
H 1.215 -1.663 5.531
H -1.124 -0.809 5.317
H -2.050 -0.408 3.046
H -0.185 -3.509 -3.626
H -2.551 -3.533 -4.427
H -4.281 -2.340 -3.075
H -3.576 -1.147 -1.014
N -0.419 0.772 -1.735
C 1.000 1.017 -1.701
C 1.822 0.985 -2.793
C 3.196 1.268 -2.650
C 3.710 1.630 -1.437
C 2.882 1.654 -0.291
C 3.329 2.007 1.001
C 2.443 1.976 2.046
C 1.142 1.505 1.833
N 0.696 1.120 0.652
C 1.530 1.282 -0.424
H -0.704 0.458 -2.655
H -0.929 1.633 -1.541
H 1.419 0.751 -3.771
H 3.838 1.219 -3.519
H 4.755 1.891 -1.331
H 4.360 2.303 1.146
H 2.735 2.273 3.043
H 0.449 1.419 2.662
S -2.707 0.706 0.702
C -3.259 2.377 0.620
C -4.630 2.599 0.736
C -5.127 3.890 0.690
C -4.263 4.966 0.528
C -2.900 4.744 0.414
C -2.392 3.454 0.460
H -5.287 1.748 0.864
H -6.192 4.056 0.781
H -4.655 5.974 0.494
H -2.227 5.584 0.293
H -1.324 3.279 0.391
```